No. 1
This record from OMol25 describes a structure of composition C6H14AsF6N2O3RuS in a non-equilibrium geometry. The level of theory is ωB97M-V/def2-TZVPD.

```
34
C6H14AsF6N2O3RuS (ωB97M-V/def2-TZVPD)
Ru -0.2395 0.7365 1.3029
C 1.8244 4.2937 4.4852
O 0.9584 3.0874 4.0591
C 0.6695 2.6930 2.9366
O 0.0060 1.4976 2.8904
N 0.9100 3.2356 1.7604
N 0.4499 2.5212 0.6243
H 2.3188 3.9193 5.3743
H 1.1166 5.0824 4.7231
H 2.5204 4.5257 3.6836
H 1.4175 4.1088 1.6190
H 1.2530 2.3247 -0.0025
H -0.2342 3.0971 0.1225
F 1.3953 0.2355 0.9528
As 4.2480 -0.1068 -0.5961
F 3.8749 0.8818 0.7905
F 3.4764 -1.4116 0.1169
F 5.8565 0.1462 -0.2889
F 4.5638 -0.9098 -2.0277
F 3.1096 0.8923 -1.4039
O -2.1349 0.2712 1.1124
S -2.9055 -0.9518 0.4152
C -4.4106 -0.2301 -0.3300
C -5.5897 -0.5448 0.5618
C -5.2531 -1.3249 1.7378
C -3.8192 -1.8028 1.7533
H -4.5022 -0.6914 -1.3249
H -4.2413 0.8397 -0.4886
H -6.4783 -1.0770 0.0358
H -6.3094 0.3169 0.7108
H -5.9877 -2.1445 2.0177
H -5.6230 -0.7575 2.6656
H -3.7431 -2.8698 1.4965
H -3.2959 -1.6703 2.7053
```

Net charge: +4
⟨S²⟩: 0.793
Relative energy (zero: lowest compared OMol25 entry of this formula, charge and spin): 44.67 kcal/mol
Highest occupied orbital energy (alpha / beta): -23.5656 / -23.5648 eV
Spin multiplicity: 2
Total energy: -3898.352338 Eh



No. 2
This record from OMol25 describes a cluster of 2 separate species, C5H14NO2 in total in a non-equilibrium geometry. The level of theory is ωB97M-V/def2-TZVPD.

```
22
C5H14NO2 (ωB97M-V/def2-TZVPD)
C 0.0824 1.7097 -2.1979
C 0.8474 0.3862 -1.9569
N 1.2718 0.1407 -0.5819
C -1.0036 -0.9632 -0.3002
C 0.2975 -0.5634 0.3503
C -0.0002 0.4058 1.5197
O -1.0776 0.0228 2.3345
H -0.1950 2.1197 -1.2182
H -0.9192 1.4836 -2.5868
H 0.6449 2.4590 -2.7473
H 1.7750 0.4645 -2.5388
H 0.3000 -0.4938 -2.2570
H 1.5129 0.9893 -0.0903
H -0.9336 -1.8628 -0.8943
H -1.6912 -1.2249 0.5127
H -1.5264 -0.1499 -0.8079
H 0.8228 -1.4180 0.7601
H 0.9132 0.5109 2.1404
H -0.2383 1.4282 1.1603
H -0.4198 -1.0062 3.1039
H -0.5485 -2.5187 2.9464
O 0.0855 -1.9194 3.3493
```

Net charge: -1
Relative energy (zero: lowest compared OMol25 entry of this formula, charge and spin): 19.05 kcal/mol
Highest occupied orbital energy: -3.3843 eV
Spin multiplicity: 1
Total energy: -404.124200 Eh



No. 3
This record from OMol25 describes an isolated molecule of C3H3N3O in a non-equilibrium geometry. The level of theory is ωB97M-V/def2-TZVPD.

```
10
C3H3N3O (ωB97M-V/def2-TZVPD)
O -2.1670 -0.2197 0.0398
C -0.8196 -0.2246 -0.0415
C -0.0734 0.9412 -0.0205
C 1.2809 0.7055 -0.0097
N 1.8557 -0.5115 0.0380
N 1.0596 -1.5380 0.0012
N -0.2431 -1.4381 -0.0431
H -2.4066 -1.1494 0.0449
H -0.4906 1.9349 -0.0391
H 2.0041 1.4996 0.0300
```

Net charge: 0
Relative energy (zero: lowest compared OMol25 entry of this formula, charge and spin): 43.38 kcal/mol
Highest occupied orbital energy: -9.9171 eV
Spin multiplicity: 1
Total energy: -355.570761 Eh



No. 4
This record from OMol25 describes an isolated molecule of C3H5N3OS in a non-equilibrium geometry. The level of theory is ωB97M-V/def2-TZVPD.

```
13
C3H5N3OS (ωB97M-V/def2-TZVPD)
H -0.5728 -1.2584 2.3073
N 0.0154 -1.5682 1.5269
C -0.1083 -0.7755 0.5493
C -1.0250 0.4175 0.5111
S -1.5409 1.1976 1.8202
N 0.5672 -1.0690 -0.6332
C 1.0730 -0.2370 -1.6237
N 1.0254 1.1168 -1.3333
O 1.5095 -0.6790 -2.6631
H -1.3527 0.6918 -0.4788
H 0.8742 -2.0369 -0.7268
H 1.5070 1.6755 -2.0588
H 1.2286 1.4118 -0.4040
```

Net charge: 0
Relative energy (zero: lowest compared OMol25 entry of this formula, charge and spin): 14.42 kcal/mol
Highest occupied orbital energy: -9.6346 eV
Spin multiplicity: 1
Total energy: -755.016074 Eh



No. 5
This record from OMol25 describes an isolated molecule of C2H4ClFN2OS. The level of theory is ωB97M-V/def2-TZVPD.

```
12
C2H4ClFN2OS (ωB97M-V/def2-TZVPD)
O 2.1599 -1.6150 -0.5439
N 0.8043 -1.6174 -0.6157
C 0.2087 -0.7162 0.0636
N 0.8577 0.2463 0.8579
S 1.5640 1.6300 0.0998
C -1.2878 -0.7470 0.0436
F -1.7356 -0.7623 1.3407
Cl -1.9673 0.7063 -0.7415
H 2.4326 -0.9912 0.1835
H 0.3543 0.5169 1.6934
H 0.4902 2.1833 -0.4486
H -1.6746 -1.6367 -0.4735
```

Net charge: 0
Relative energy (zero: lowest compared OMol25 entry of this formula, charge and spin): 0.07 kcal/mol
Highest occupied orbital energy: -10.0021 eV
Spin multiplicity: 1
Total energy: -1221.530815 Eh



No. 6
This record from OMol25 describes a structure of composition C24H69AsF6O10 in a non-equilibrium geometry. The level of theory is ωB97M-V/def2-TZVPD.

```
110
C24H69AsF6O10 (ωB97M-V/def2-TZVPD)
O 0.7211 0.3413 3.5612
H 0.4284 0.4052 4.4733
H 1.3764 1.0235 3.3976
H 1.1673 -0.4905 3.3859
As -0.5416 -0.3176 -0.6091
F 0.8176 -1.4673 -0.8101
F -1.1929 -0.9620 -2.1402
F -1.9876 0.7235 -0.4366
F 0.2202 0.2852 0.9239
F 0.2782 0.9981 -1.5288
F -1.4481 -1.5739 0.2559
C 1.2848 2.3388 -4.7903
C 1.8257 3.5678 -4.0945
O 2.8352 4.2295 -4.8812
H 1.0272 2.6622 -5.7989
H 0.4309 1.9589 -4.2292
H 2.0709 1.5875 -4.8657
H 2.1804 3.3151 -3.0953
H 0.9921 4.2605 -3.9787
H 3.6042 3.6616 -4.9687
C 4.2652 -1.1386 -1.4845
C 3.9726 -0.0698 -2.4960
O 5.1630 0.1734 -3.2011
H 5.1772 -0.9148 -0.9311
H 4.4634 -2.0864 -1.9850
H 3.4193 -1.3629 -0.8346
H 3.6753 0.8800 -2.0515
H 3.1293 -0.3095 -3.1438
H 5.4471 -0.5842 -3.7178
C 0.8379 -2.1976 -4.4218
C 2.0056 -3.0688 -3.9497
O 1.8785 -3.4376 -2.5902
H 0.6055 -1.3780 -3.7418
H -0.1019 -2.7377 -4.5362
H 1.0433 -1.8105 -5.4198
H 2.9618 -2.5630 -4.0834
H 2.0985 -4.0188 -4.4761
H 1.4232 -2.7284 -2.1305
C -1.0656 4.0126 0.5465
C -1.0111 3.1643 1.8316
C -1.0230 4.0195 3.1513
O -1.9795 2.2040 1.8428
H -0.1022 4.5088 0.4287
H -1.8811 4.7319 0.6219
H -1.1130 3.3431 -0.3124
H -0.0932 2.5765 1.8302
H -0.2772 4.8115 3.0832
H -0.9329 3.4271 4.0619
H -1.9764 4.5447 3.2087
H -2.1309 1.9615 0.9263
C 3.9518 0.3820 1.8658
C 3.5854 1.8916 2.0317
C 2.9575 2.5171 0.7676
O 2.6641 1.9885 3.1151
H 4.6466 0.2055 1.0447
H 3.0764 -0.1983 1.5745
H 4.3295 -0.0904 2.7727
H 4.5339 2.4037 2.1938
H 3.6296 2.4095 -0.0838
H 2.6795 3.5698 0.8196
H 2.0042 2.0429 0.5344
H 2.7079 2.9128 3.3708
C -3.6710 3.4615 -2.0762
C -4.5830 2.3146 -1.9176
C -4.2907 1.1687 -2.9474
O -4.4076 1.7853 -0.7085
H -2.6833 3.3493 -2.5232
H -3.5673 4.0171 -1.1442
H -4.1198 4.1927 -2.7486
H -5.6166 2.6571 -1.9680
H -3.3731 0.5865 -2.8636
H -4.4140 1.5623 -3.9564
H -5.0086 0.3541 -2.8512
H -3.5283 1.4031 -0.7561
C -2.5364 -4.2163 -1.8045
C -1.9785 -4.7030 -0.4874
C -0.4460 -4.6524 -0.4377
O -2.5145 -3.9042 0.4702
H -3.6261 -4.2176 -1.8280
H -2.2466 -4.8437 -2.6474
H -2.0963 -3.2727 -2.1271
H -2.3279 -5.7062 -0.2432
H -0.0492 -3.6383 -0.4856
H -0.0053 -5.2264 -1.2528
H -0.1807 -5.1417 0.4995
H -2.0795 -3.0492 0.4334
C 0.0630 -3.1302 3.0604
C 1.6127 -3.1199 3.1446
C 2.2364 -3.3749 1.8013
O 2.0344 -1.8110 3.5442
H -0.2650 -4.1554 2.8887
H -0.2923 -2.4868 2.2555
H -0.4190 -2.8165 3.9864
H 2.0426 -3.8637 3.8154
H 3.3213 -3.3571 1.9057
H 1.8736 -2.6597 1.0631
H 1.8719 -4.3533 1.4882
H 2.9260 -1.9022 3.8882
C -4.8144 0.6459 3.9570
C -3.3931 0.3350 4.5209
C -2.6754 -0.7813 3.7273
O -2.5860 1.4676 4.4079
H -4.7105 0.7934 2.8821
H -5.2272 1.5147 4.4698
H -5.4664 -0.2124 4.1188
H -3.4148 0.0471 5.5720
H -2.4536 -0.4734 2.7055
H -3.3892 -1.6003 3.6390
H -1.7980 -1.1543 4.2556
H -2.4618 1.6343 3.4706
```

Net charge: -1
⟨S²⟩: 0.752
Highest occupied orbital energy (alpha / beta): -0.8513 / -6.3701 eV
Spin multiplicity: 2
Total energy: -4543.208875 Eh



No. 7
This record from OMol25 describes a structure of composition C23H26N4O3Rb in a non-equilibrium geometry. The level of theory is ωB97M-V/def2-TZVPD.

```
57
C23H26N4O3Rb (ωB97M-V/def2-TZVPD)
C -2.8067 0.2405 -4.1257
C -2.4591 -0.4951 -5.2900
H -3.8601 0.5963 -4.1237
H -2.1203 1.0219 -3.7249
C -1.2878 -1.2768 -5.3328
C -0.4778 -1.4940 -4.2489
H -0.4583 -0.8306 -3.3416
H 0.3215 -2.2289 -4.4317
C -3.4502 -0.6095 -6.4460
H -4.4373 -0.2460 -6.0995
H -3.5530 -1.6634 -6.7864
H -3.1724 0.0061 -7.3340
C -0.7935 -1.7922 -6.6719
H -0.6617 -0.9543 -7.3859
H -1.4414 -2.5699 -7.0984
H 0.1769 -2.2608 -6.4655
Rb -0.3544 1.0236 1.9714
O -1.2406 -0.2365 -0.1640
C -1.3372 -1.3779 -0.6647
O 0.1775 -1.3866 1.7549
C 0.0495 -2.3935 1.0635
O 0.5469 -3.5871 1.4127
N -0.5850 -2.4890 -0.1771
C 0.1403 -4.5957 0.4602
C -0.4944 -3.9007 -0.7016
H -0.5685 -5.2643 0.9399
H 1.0369 -5.1593 0.2419
H -1.4567 -4.3775 -0.9350
H 0.0898 -3.9619 -1.6168
C -2.0523 -1.6849 -1.8955
C -3.1090 -0.9654 -2.4592
H -1.7125 -2.6434 -2.3204
H -3.4920 -0.2231 -1.6960
H -3.9086 -1.5758 -2.9300
C 1.6663 0.8201 8.1878
C 2.1642 2.0933 7.8830
C 2.1591 2.5264 6.5521
C 1.6720 1.6768 5.5194
C 1.0966 0.4154 5.8593
C 1.1312 -0.0070 7.1878
N 1.6325 2.0868 4.1726
N 2.1635 3.2588 4.0010
C 2.3908 3.5259 2.6423
C 3.1749 4.6511 2.3275
C 3.3108 4.9994 0.9829
C 2.6706 4.1909 0.0132
C 1.9137 3.0878 0.4214
N 1.8233 2.7371 1.7117
H 1.6336 0.4238 9.1952
H 2.5691 2.7348 8.6632
H 2.5372 3.5198 6.2836
H 0.6812 -0.2021 5.0432
H 0.7188 -0.9829 7.4606
H 3.6208 5.0958 3.2294
H 3.9068 5.8713 0.6788
H 2.7196 4.3626 -1.0583
H 1.3949 2.4697 -0.3349
```

Net charge: +1
Relative energy (zero: lowest compared OMol25 entry of this formula, charge and spin): 9.80 kcal/mol
Highest occupied orbital energy: -10.2642 eV
Spin multiplicity: 1
Total energy: -1360.545858 Eh



No. 8
This record from OMol25 describes a structure of composition C3H4ClNO2 in a non-equilibrium geometry. The level of theory is ωB97M-V/def2-TZVPD.

```
11
C3H4ClNO2 (ωB97M-V/def2-TZVPD)
C 0.3403 -1.4043 0.1239
C -1.0898 -0.5622 -0.0842
C -0.3064 0.6353 -0.3574
N 0.8904 -0.2453 -0.2188
O 0.5798 -2.5733 0.3271
O -0.2811 1.6371 0.5864
Cl 2.8354 0.8490 -0.1527
H -1.8276 -0.8959 -0.7968
H -1.3808 -0.3532 1.0059
H -0.3724 1.2072 -1.2877
H 0.6123 1.7056 0.8543
```

Net charge: 0
Relative energy (zero: lowest compared OMol25 entry of this formula, charge and spin): 87.90 kcal/mol
Highest occupied orbital energy: -10.6035 eV
Spin multiplicity: 1
Total energy: -782.014974 Eh